Record 1
# C22H48IN2

A cluster of 3 separate species, C22H48IN2 in total (ωB97M-V/def2-TZVPD, the Open Molecules 2025 dataset).

Properties
orbital gap = 7.8746 eV
total charge = +1
ΔE to the lowest compared entry with this formula, charge and spin = 368.2 kJ/mol
DFT total energy = -34664.771 eV
highest occupied orbital energy = -9.311 eV
LUMO level = -0.053 Eh

Geometry (Å):
1 I -0.50114 -0.26094 0.31781
2 C -3.98881 -3.59856 -3.91264
3 C -3.56616 -2.21130 -3.64022
4 C -2.28585 -1.75179 -4.36175
5 C -1.89705 -0.21526 -4.25723
6 N -0.40840 0.14161 -4.52185
7 C 0.55030 -0.42257 -3.48033
8 C 1.63555 0.59862 -3.25317
9 C 1.12379 1.99715 -3.77754
10 C -0.15234 1.72365 -4.40602
11 C 0.09951 -0.52510 -5.81869
12 C -0.62627 -0.08194 -7.09634
13 C 0.01457 -0.77157 -8.32702
14 H -4.81478 -3.82932 -3.23987
15 H -3.07278 -4.17667 -3.79113
16 H -4.28937 -3.64143 -4.95950
17 H -3.36088 -2.08486 -2.57721
18 H -4.35541 -1.53791 -3.97449
19 H -2.30250 -1.85931 -5.44631
20 H -1.43435 -2.28202 -3.93526
21 H -1.90297 0.11085 -3.21717
22 H -2.44699 0.38970 -4.97812
23 H 1.00704 -1.39998 -3.63578
24 H -0.01319 -0.44875 -2.54765
25 H 2.63832 0.31363 -3.57152
26 H 1.67137 0.70022 -2.16851
27 H 1.88724 2.36781 -4.46154
28 H 1.31684 2.80548 -3.07224
29 H -0.27757 2.21216 -5.37234
30 H -0.84756 2.17264 -3.69666
31 H 0.03291 -1.61305 -5.82362
32 H 1.17721 -0.38079 -5.74234
33 H -0.68411 0.96240 -7.40311
34 H -1.69909 -0.27443 -7.10676
35 H 0.00464 -1.86136 -8.34614
36 H 1.08169 -0.56662 -8.41276
37 H -0.42584 -0.58049 -9.30560
38 C -2.99158 2.35637 4.05298
39 C -2.25537 0.99097 4.18200
40 C -0.74331 1.23461 4.38394
41 C 0.01677 -0.10251 4.68833
42 N 1.53788 0.00745 4.56149
43 C 2.15102 0.10392 3.12312
44 C 2.75212 -1.19811 2.73231
45 C 2.53624 -2.18266 3.90245
46 C 2.26040 -1.23008 5.09160
47 C 1.97260 1.29820 5.43235
48 C 1.65699 1.24389 6.94567
49 C 2.44848 2.34420 7.75628
50 H -2.29631 3.19227 4.13018
51 H -3.77876 2.65564 4.74500
52 H -3.28350 2.48526 3.01074
53 H -2.25869 0.41285 3.25795
54 H -2.70405 0.41922 4.99434
55 H -0.68300 1.93114 5.22018
56 H -0.32621 1.63499 3.45991
57 H -0.14762 -1.00966 4.10682
58 H -0.29836 -0.29320 5.71421
59 H 3.05955 0.70561 3.09775
60 H 1.30714 0.51911 2.57214
61 H 3.81607 -1.27472 2.50815
62 H 2.38964 -1.56680 1.77274
63 H 3.26688 -2.97243 4.07720
64 H 1.65714 -2.69417 3.51047
65 H 3.25226 -1.02591 5.49487
66 H 1.75969 -1.47620 6.02798
67 H 1.52123 2.16552 4.95057
68 H 3.05242 1.40033 5.32434
69 H 2.05581 0.37328 7.46632
70 H 0.57900 1.26433 7.10577
71 H 3.43116 2.67260 7.41776
72 H 2.42148 2.17136 8.83216
73 H 1.97757 3.32348 7.67053

Here are the Löwdin charges for atoms 1 to 5, given in e: -0.3833, -0.1096, -0.2831, -0.1600, -0.0710



Record 2
# C22H48N3O9PS

A cluster of 4 separate species, C22H48N3O9PS in total (ωB97M-V/def2-TZVPD, the Open Molecules 2025 dataset).

Properties
SMILES = CCCCC[C@]1(CCOCC)CC[C@@H](P(O)O)OS1(=O)=O.CN(C)C=O.CN(C)C=O.CN(C)C=O
orbital gap = 8.7512 eV
DFT total energy = -66613.749 eV
highest occupied orbital energy = -8.331 eV
LUMO level = 0.015 Eh

Geometry (Å):
1 C 3.23768 2.48954 0.20053
2 C 2.72717 3.27164 -1.02441
3 C 1.27024 2.95250 -1.33221
4 C 0.27622 3.51762 -0.31036
5 C -1.04034 2.70063 -0.29687
6 C -1.52703 2.31019 1.10363
7 C -1.82070 3.48296 2.03907
8 C -3.03835 4.38154 1.72375
9 O -3.57413 4.19844 0.43525
10 C -4.99068 4.23272 0.39030
11 C -5.45181 3.63003 -0.93740
12 C -0.39001 1.48267 1.77033
13 C -0.04502 0.20017 1.02024
14 C -1.26271 -0.73481 0.86229
15 P -1.00608 -2.47352 1.53352
16 O 0.02186 -2.32408 2.83091
17 O -0.29661 -3.38116 0.35477
18 O -2.41434 -0.27198 1.57094
19 S -2.90671 1.13441 0.97551
20 O -3.25073 0.98266 -0.40244
21 O -4.03218 1.50822 1.76708
22 H 4.14667 1.97016 -0.06800
23 H 3.49603 3.20115 0.98203
24 H 2.49382 1.79136 0.57185
25 H 3.29750 2.91698 -1.88519
26 H 2.92723 4.33681 -0.94223
27 H 1.18590 1.87661 -1.46721
28 H 1.03429 3.41541 -2.28870
29 H 0.02221 4.51304 -0.66100
30 H 0.72158 3.65152 0.67030
31 H -1.78498 3.25691 -0.84533
32 H -0.88610 1.80122 -0.87817
33 H -0.91814 4.08751 2.05924
34 H -1.93027 3.06299 3.03392
35 H -2.72974 5.41621 1.88856
36 H -3.80414 4.19345 2.47193
37 H -5.38038 5.25347 0.44166
38 H -5.43044 3.67819 1.21315
39 H -4.58414 3.19132 -1.41264
40 H -5.81198 4.38908 -1.62150
41 H -6.16100 2.82360 -0.79836
42 H 0.48382 2.08750 1.97167
43 H -0.78248 1.18859 2.74499
44 H 0.78036 -0.28033 1.54215
45 H 0.33719 0.40057 0.02742
46 H -1.49929 -0.86820 -0.19343
47 H 0.12886 -1.39843 3.10848
48 H -0.48650 -3.01855 -0.53176
49 C 6.50310 -0.96026 -4.24074
50 N 5.41549 -0.32084 -3.52624
51 C 4.11811 -0.97535 -3.47141
52 C 5.56395 0.86218 -2.90878
53 O 4.68016 1.43662 -2.29700
54 H 6.23121 -1.09720 -5.28902
55 H 6.71700 -1.93545 -3.79945
56 H 7.39906 -0.34605 -4.18723
57 H 3.35766 -0.33200 -3.91475
58 H 3.84114 -1.16516 -2.43396
59 H 4.15904 -1.91591 -4.01390
60 H 6.57963 1.27968 -3.00471
61 C -5.57057 -3.14953 -2.40874
62 N -4.24528 -2.70240 -2.03324
63 C -4.07146 -1.79950 -0.90745
64 C -3.13936 -3.08842 -2.68052
65 O -2.00399 -2.74364 -2.37662
66 H -6.19222 -2.29124 -2.67014
67 H -6.03321 -3.68205 -1.57577
68 H -5.51356 -3.81746 -3.26582
69 H -3.60137 -0.88658 -1.24612
70 H -3.41976 -2.27549 -0.17139
71 H -5.02851 -1.56689 -0.44862
72 H -3.33963 -3.77016 -3.52330
73 C 2.02812 -4.93328 2.87613
74 N 3.23127 -5.12890 3.66489
75 C 3.91055 -6.41141 3.62487
76 C 3.74342 -4.15484 4.43850
77 O 4.74669 -4.26280 5.11776
78 H 1.26564 -5.65125 3.18556
79 H 2.25689 -5.08319 1.81872
80 H 1.64070 -3.92820 3.00505
81 H 3.95241 -6.84300 4.62552
82 H 4.93324 -6.28112 3.26893
83 H 3.37748 -7.08612 2.96008
84 H 3.15535 -3.22126 4.40061

Here are the Löwdin charges for atoms 1 to 5, given in e: -0.0901, -0.2529, -0.2134, -0.1649, -0.1483



Record 3
# C22H48NO14P

A structure of composition C22H48NO14P (ωB97M-V/def2-TZVPD, the Open Molecules 2025 dataset).

Properties
orbital gap = 1.8450 eV
total charge = -2
ΔE to the lowest compared entry with this formula, charge and spin = 1401.8 kJ/mol
DFT total energy = -63013.597 eV
highest occupied orbital energy = 1.650 eV
LUMO level = 0.128 Eh

Geometry (Å):
1 N -0.17340 0.58430 -0.42135
2 H -0.28140 0.89130 0.57965
3 H -1.03140 0.85830 -0.82135
4 H -0.12940 -0.39870 -0.43435
5 H 0.56260 0.92830 -0.94335
6 P -2.51340 -0.32770 1.51765
7 O -2.24340 -1.27170 0.45065
8 O -1.22940 -0.05370 2.37765
9 O -3.71840 -0.59170 2.23065
10 O -2.64040 0.99030 0.82965
11 O -2.46240 -3.90070 -2.09435
12 C -3.13740 -3.01770 -2.50935
13 O -4.38840 -3.07270 -2.85935
14 C -5.15440 -4.19570 -2.65035
15 C -6.62640 -4.22970 -3.06635
16 C -2.48340 -1.63970 -2.64335
17 H -5.11340 -4.59770 -1.75535
18 H -4.52940 -4.94070 -3.12235
19 H -6.83040 -3.77870 -3.94435
20 H -7.29640 -3.58870 -2.39835
21 H -6.91140 -5.16570 -3.02935
22 H -3.25940 -0.93670 -2.74935
23 H -1.66540 -1.83370 -3.52335
24 H -2.05940 -1.51170 -1.76935
25 O -2.62640 -0.13970 -4.83535
26 C -2.18540 0.13030 -3.66035
27 O -0.88740 0.27030 -3.36535
28 C 0.13360 -0.30070 -4.19535
29 C 1.45760 -0.24170 -3.33935
30 C -3.09340 0.31630 -2.53335
31 H 0.12960 0.30830 -5.02935
32 H -0.00040 -1.21070 -4.43835
33 H 1.31260 -0.65170 -2.47035
34 H 1.74860 0.87630 -3.12935
35 H 2.18360 -0.74470 -3.91235
36 H -3.15940 -0.56770 -1.91035
37 H -4.15740 0.26730 -2.64035
38 H -3.02740 1.23330 -2.13335
39 O 0.64560 -3.38070 4.05765
40 C 0.47260 -2.78870 3.00165
41 O 0.58860 -3.09670 1.67465
42 C 0.18760 -2.22770 0.69065
43 C 1.02360 -2.41270 -0.55935
44 C -0.34240 -1.43570 3.37865
45 H 0.46360 -1.21170 0.86965
46 H -0.72940 -2.44670 0.25665
47 H 2.11860 -2.39970 -0.40835
48 H 0.80060 -1.67870 -1.20935
49 H 1.04360 -3.42170 -0.78735
50 H -1.22440 -1.29470 2.68665
51 H -0.04940 -0.45470 3.21465
52 H -0.95040 -1.54370 4.19565
53 O -1.23040 4.46330 3.67665
54 C -0.15640 3.88530 3.37265
55 O 1.02960 4.29430 3.96765
56 C 1.18960 5.36130 4.96765
57 C 2.40060 5.01630 5.83165
58 C 0.03460 2.89830 2.32565
59 H 0.28360 5.52430 5.60665
60 H 1.22260 6.27330 4.46465
61 H 2.21660 4.16030 6.51365
62 H 2.52160 5.78730 6.56065
63 H 3.34360 4.79630 5.05965
64 H -0.85640 2.75830 1.87865
65 H 0.02560 1.97230 2.92565
66 H 0.93260 2.94930 1.80765
67 C 4.34660 1.57630 -1.10635
68 C 3.36760 2.69830 -1.37135
69 O 2.34260 2.85730 -0.57735
70 C 3.70060 3.71330 -2.39235
71 H 4.13460 0.92730 -0.23735
72 H 5.31760 1.90730 -0.98235
73 H 4.07860 0.94530 -2.12535
74 H 2.96960 4.49230 -2.45835
75 H 3.74860 3.32030 -3.35535
76 H 4.69060 4.24930 -2.24035
77 C 3.85460 -2.27370 1.64865
78 C 2.89460 -1.12970 1.21865
79 O 2.54360 -1.02470 -0.05435
80 C 2.61260 -0.07970 2.23465
81 H 3.97560 -2.78970 0.74265
82 H 3.41160 -3.19170 2.21665
83 H 4.77560 -2.03470 1.87865
84 H 3.77460 0.35330 2.48165
85 H 1.83360 -0.46870 2.93865
86 H 2.10760 0.86130 1.86165

Here are the Löwdin charges for atoms 1 to 5, given in e: 0.3334, 0.1181, 0.0793, 0.0426, 0.0659